{"formula": "C25H47ClOsP2", "method": "ωB97M-V/def2-TZVPD", "elements": ["H", "H", "H", "H", "H", "H", "C", "H", "H", "C", "H", "H", "H", "Cl", "H", "H", "H", "H", "C", "C", "H", "H", "C", "C", "H", "C", "P", "H", "H", "H", "H", "C", "H", "C", "H", "H", "H", "H", "H", "C", "H", "C", "H", "C", "H", "C", "H", "C", "C", "C", "C", "H", "C", "H", "H", "C", "H", "C", "H", "H", "Os", "H", "H", "H", "C", "C", "H", "P", "C", "H", "H", "H", "H", "H", "C", "C"], "coordinates": [[3.448, -2.059, 0.809], [0.941, -1.812, 3.000], [-1.410, -0.745, -3.030], [2.880, -0.545, 2.206], [-3.612, 1.517, -2.426], [0.924, 2.547, -1.776], [3.873, -0.455, -0.573], [0.814, -2.124, -3.334], [-3.379, -3.726, 1.970], [-0.607, 2.200, 1.646], [3.425, -1.045, -3.192], [-0.753, -1.596, 3.434], [0.938, 3.937, 0.293], [-3.550, 1.453, 0.338], [-3.790, -1.967, 1.925], [-2.418, 3.372, 1.753], [0.128, 2.985, -3.309], [1.095, -1.636, 0.884], [2.402, -0.660, -3.083], [1.213, 0.755, 1.736], [-0.264, -1.700, -1.213], [-3.058, 1.316, 2.721], [-0.901, 0.186, -3.265], [1.578, -1.533, -0.104], [-2.390, -0.395, 0.870], [1.594, 3.172, 0.706], [-1.184, 1.481, -2.058], [2.238, -2.676, -2.497], [4.609, -0.779, -1.330], [3.312, 0.976, 1.385], [0.165, -0.030, -3.320], [3.057, 0.695, -1.095], [3.285, 1.660, -0.631], [-1.352, 3.509, 1.557], [-0.036, -3.706, 1.887], [-0.375, 3.727, -1.743], [0.183, -3.813, 0.149], [0.502, -0.826, 4.372], [-2.511, -0.148, -0.862], [0.119, 0.164, 2.500], [2.237, 2.825, -0.099], [0.838, -1.585, -1.240], [-2.688, 2.498, -3.580], [-2.989, -2.707, 2.041], [3.394, -2.503, -0.857], [-2.208, 0.912, 3.279], [-3.008, 3.098, -1.937], [-0.942, 1.086, 2.493], [-0.565, -3.847, 0.944], [-2.772, 2.209, -2.531], [2.397, 0.613, -2.262], [2.221, 3.572, 1.505], [0.209, -1.082, 3.341], [2.783, 1.003, 3.085], [2.097, -0.401, -4.108], [-2.134, 0.307, 0.056], [-2.160, 1.430, 4.264], [-2.629, -2.899, -0.865], [-1.912, -2.932, -1.699], [4.472, -0.110, 0.276], [-0.071, 0.707, 0.086], [-3.126, -3.863, -0.732], [-0.966, 4.235, 2.292], [2.104, 1.506, -2.830], [2.635, 0.513, 2.109], [0.757, 2.071, 1.224], [-3.368, -2.118, -1.091], [-1.791, -2.539, 0.706], [1.535, -1.829, -2.564], [-1.111, -4.794, 0.934], [-2.520, -2.537, 3.019], [-1.242, 3.979, 0.573], [-1.254, 0.538, -4.235], [-2.413, -0.148, 3.515], [-0.024, 2.821, -2.244], [3.078, -1.709, -0.168]], "forces_ev_per_angstrom": [[-0.21, 0.16, -0.26], [0.11, 0.14, -0.14], [-0.23, 0.03, 0.16], [0.02, 0.11, 0.05], [0.21, 0.03, -0.05], [-0.31, 0.16, -0.27], [0.49, 0.16, 0.17], [0.01, 0.10, 0.19], [-0.11, 0.04, 0.14], [-0.13, 1.05, 2.09], [-0.08, 0.31, 0.14], [0.15, 0.17, -0.04], [0.24, 0.24, 0.17], [0.45, 0.19, -0.20], [0.04, -0.27, -0.03], [0.23, 0.13, -0.04], [0.19, 0.55, -0.12], [0.27, 0.26, -0.71], [0.02, 0.47, -0.55], [0.55, 0.81, 1.75], [0.85, 0.19, 0.00], [0.12, -0.08, 0.39], [0.29, 0.22, -0.63], [-0.29, -1.48, -0.42], [0.16, 0.09, -0.23], [0.33, 0.28, -0.05], [1.48, 0.22, 1.26], [-0.59, 0.07, 0.35], [-0.29, 0.37, 0.11], [-0.14, -0.11, 0.44], [-0.24, 0.17, -0.07], [0.81, 0.28, -0.94], [-0.27, -0.49, -0.38], [-0.28, -0.07, -0.03], [-0.19, -0.13, 0.06], [-0.23, -0.08, -0.23], [-0.24, -0.14, 0.01], [-0.05, 0.07, -0.28], [0.13, -0.44, 0.13], [0.98, 0.39, -1.07], [-0.03, 0.35, 0.18], [0.41, -1.15, 0.35], [0.16, -0.03, -0.06], [-0.08, 0.53, 0.10], [-0.61, 0.01, 0.06], [-0.19, 0.00, 0.24], [0.17, -0.20, -0.09], [-0.72, 0.97, 0.49], [0.33, 0.36, -0.09], [-0.50, -0.03, 0.43], [1.02, 0.07, -0.45], [-0.03, 0.26, -0.09], [-0.15, 0.11, 0.18], [0.16, -0.24, -0.27], [0.06, -0.12, 0.28], [-2.13, -1.43, 0.62], [0.08, -0.19, -0.62], [0.07, 0.66, -0.10], [-0.20, -0.22, 0.36], [-0.11, -0.13, -0.26], [-3.80, -2.38, -4.45], [-0.02, -0.05, -0.16], [0.03, -0.34, -0.15], [-0.02, -0.38, 0.65], [0.31, 0.28, -0.02], [0.96, 0.61, 2.57], [0.06, -0.35, 0.17], [-0.06, -1.04, -0.02], [-0.19, -0.19, -0.21], [0.07, -0.07, 0.06], [-0.10, -0.24, -0.30], [-0.11, -0.11, 0.14], [0.03, -0.11, -0.14], [0.12, 0.44, -0.17], [0.55, 0.47, -0.83], [0.22, -0.29, 0.73]], "fmax_ev_per_a": 6.32, "total_energy_ev": -60233.0123, "spin_multiplicity": 5, "charge": 2}